{
  "formula": "C17H22F6N4O5S6W",
  "method": "ωB97M-V/def2-TZVPD",
  "symbols": ["W", "C", "C", "S", "C", "C", "S", "C", "C", "S", "H", "H", "H", "H", "H", "H", "H", "H", "H", "H", "H", "H", "C", "C", "C", "N", "H", "H", "H", "H", "H", "F", "C", "F", "F", "S", "O", "O", "N", "S", "O", "O", "C", "F", "F", "F", "O", "N", "C", "C", "C", "C", "C", "H", "H", "H", "H", "H", "S", "C", "N"],
  "xyz": [[-0.8314, -0.6640, -1.3420], [-0.1892, -4.0635, -0.4217], [0.4701, -3.2032, 0.6660], [-0.1200, -1.4996, 0.8537], [-1.5830, -1.7543, 1.9164], [-2.7589, -0.8837, 1.5167], [-3.0028, -0.6327, -0.2669], [-3.7905, -2.1802, -0.7970], [-2.8980, -3.4070, -0.7208], [-1.2913, -3.1922, -1.5699], [0.5788, -4.4994, -1.0580], [-0.7678, -4.8856, -0.0024], [0.3985, -3.6750, 1.6462], [1.5287, -3.0876, 0.4492], [-1.8273, -2.8140, 1.8994], [-1.2773, -1.4871, 2.9266], [-3.6953, -1.2733, 1.9190], [-2.6115, 0.1252, 1.8960], [-4.6790, -2.3198, -0.1802], [-4.1136, -1.9874, -1.8188], [-2.7075, -3.6866, 0.3121], [-3.4005, -4.2453, -1.2036], [-1.1829, 4.3751, 0.5865], [-1.7249, 3.9549, -0.7808], [-1.4669, 2.5445, -1.0366], [-1.2488, 1.4298, -1.1689], [-1.4100, 5.4267, 0.7507], [-0.1018, 4.2432, 0.6329], [-1.6377, 3.7847, 1.3801], [-1.2652, 4.5214, -1.5931], [-2.8036, 4.1052, -0.8529], [2.1170, 3.0195, -0.9933], [2.9085, 2.0750, -1.5047], [3.6932, 2.6033, -2.4209], [3.6378, 1.5460, -0.5291], [1.8256, 0.7891, -2.2543], [0.9805, 1.4261, -3.2059], [1.0976, 0.2854, -1.0370], [2.8701, -0.2323, -2.7580], [2.4709, -1.7713, -2.8578], [2.8666, -2.3717, -4.0736], [1.1255, -2.0045, -2.3399], [3.5623, -2.4745, -1.5504], [3.3650, -1.8270, -0.3952], [4.8290, -2.3763, -1.8941], [3.2399, -3.7579, -1.3718], [-0.8111, 1.2297, 2.1440], [0.2030, 1.8835, 2.6239], [0.0301, 2.7235, 3.6686], [1.0898, 3.4331, 4.1899], [2.3553, 3.2881, 3.6446], [2.5139, 2.4224, 2.5741], [1.4290, 1.7327, 2.0766], [-0.9835, 2.7720, 4.0349], [0.9087, 4.0939, 5.0255], [3.1964, 3.8356, 4.0445], [3.4774, 2.2720, 2.1091], [1.4638, 1.0447, 1.2456], [-2.0916, -0.6035, -3.3355], [-1.2644, -1.6905, -4.3635], [-0.6955, -2.4352, -5.0340]],
  "forces_ev_per_a": [[0.305, -0.354, 0.290], [0.001, 0.032, 0.046], [0.017, -0.035, -0.051], [0.026, 0.042, 0.168], [-0.032, 0.016, -0.008], [0.019, -0.016, 0.003], [-0.199, 0.001, 0.064], [0.038, -0.048, -0.009], [-0.050, 0.022, 0.018], [-0.024, 0.041, -0.058], [-0.006, 0.000, -0.008], [0.001, -0.003, 0.003], [-0.004, -0.005, -0.001], [-0.007, 0.010, 0.004], [0.012, 0.010, -0.001], [0.001, -0.002, 0.007], [0.006, -0.002, 0.014], [0.007, 0.013, -0.006], [-0.006, -0.006, -0.009], [0.010, 0.014, 0.000], [0.011, 0.004, -0.010], [0.008, -0.005, 0.002], [0.021, 0.060, 0.048], [0.021, -0.036, -0.120], [-0.014, -0.012, 0.089], [0.025, -0.060, -0.066], [0.011, -0.005, 0.013], [-0.008, 0.000, -0.010], [-0.009, -0.018, -0.007], [-0.002, 0.015, 0.018], [0.006, 0.013, 0.012], [0.000, -0.012, 0.017], [0.017, 0.018, -0.071], [-0.011, -0.025, 0.022], [0.008, 0.007, 0.018], [-0.003, 0.029, 0.514], [0.064, 0.052, -0.144], [0.057, 0.192, -0.261], [-0.220, -0.168, -0.227], [0.182, 0.218, 0.056], [-0.025, -0.018, -0.001], [-0.190, 0.033, -0.029], [-0.036, -0.046, -0.017], [-0.007, 0.000, 0.003], [0.010, 0.001, 0.003], [0.019, 0.001, 0.016], [-0.022, 0.012, -0.050], [-0.017, 0.009, 0.032], [0.022, -0.014, -0.020], [-0.033, -0.003, 0.012], [0.020, -0.001, -0.011], [-0.017, 0.006, -0.009], [-0.010, -0.003, -0.009], [0.004, 0.003, 0.008], [0.004, -0.001, 0.000], [0.001, -0.001, -0.002], [0.009, 0.000, 0.000], [0.008, 0.005, 0.007], [0.108, -0.086, -0.318], [-0.101, 0.117, 0.054], [-0.026, -0.011, -0.026]],
  "mulliken_charge": [0.52, -1.00, -0.56, 0.16, -1.10, -0.67, 0.04, -1.03, -0.66, 0.17, 0.41, 0.58, 0.67, 0.16, 0.53, 0.58, 0.62, 0.21, 0.56, 0.43, 0.24, 0.60, -0.84, -0.68, 0.40, 0.22, 0.42, 0.18, 0.19, 0.31, 0.35, -0.20, 0.56, -0.19, -0.21, 1.04, -0.68, -0.20, -0.53, 1.02, -0.60, -0.64, 0.60, -0.21, -0.21, -0.22, -0.31, 0.21, -0.19, -0.72, -0.33, -1.03, -0.41, 0.48, 0.42, 0.44, 0.48, 0.75, -0.21, 0.61, -0.51],
  "lumo_ev": [-3.34, -3.51],
  "multiplicity": 2,
  "total_charge": 1,
  "largest_force_ev_per_a": 0.550,
  "e_homo_ev": [-10.64, -10.67]
}

***

{
  "formula": "C17H22FIO5",
  "method": "ωB97M-V/def2-TZVPD",
  "symbols": ["C", "C", "C", "O", "O", "C", "C", "C", "O", "C", "O", "O", "C", "C", "I", "C", "C", "H", "H", "H", "H", "H", "H", "H", "H", "H", "H", "H", "H", "H", "H", "H", "H", "H", "F", "C", "C", "C", "C", "C", "C", "H", "H", "H", "H", "H"],
  "xyz": [[3.2054, -1.4650, -2.4421], [3.8903, -0.2112, -2.9780], [2.9520, 0.9727, -3.1470], [2.4490, 1.1962, -4.1772], [2.8143, 1.7346, -2.0431], [1.5332, 2.3455, -1.8660], [0.9756, 2.0921, -0.4647], [0.9780, 0.6427, -0.0779], [1.0275, 0.3685, 1.3298], [0.3696, -0.8365, 1.4480], [0.6919, -1.7381, 2.0369], [-0.7374, -0.6913, 0.6458], [-0.1064, -0.3587, -0.6106], [-1.0193, 0.0330, -1.7410], [-3.1076, -0.2016, -1.1946], [-0.7322, -0.7334, -3.0391], [-0.8147, -2.2504, -2.9114], [2.8531, -1.3552, -1.4232], [2.4380, -1.8497, -3.1036], [3.9669, -2.2412, -2.3886], [4.2464, -0.4359, -3.9751], [4.7398, 0.0771, -2.3644], [0.8153, 2.1154, -2.6474], [1.6885, 3.4211, -1.9152], [1.6698, 2.5913, 0.2113], [0.0203, 2.5904, -0.3153], [1.9085, 0.2221, -0.4590], [0.4774, -1.2559, -0.8165], [-0.9331, 1.0819, -1.9838], [0.2351, -0.4179, -3.4265], [-1.5076, -0.4360, -3.7379], [-1.8362, -2.6120, -2.8538], [-0.2668, -2.6631, -2.0667], [-0.3761, -2.6870, -3.8072], [-5.1916, 1.3268, 4.0142], [-4.0323, 0.7860, 4.4368], [-3.1422, 0.2903, 3.5052], [-1.9482, -0.2616, 3.9443], [-1.6629, -0.3199, 5.3015], [-2.5724, 0.1799, 6.2234], [-3.7650, 0.7422, 5.7907], [-3.3836, 0.3368, 2.4504], [-1.2416, -0.6463, 3.2240], [-0.7312, -0.7552, 5.6393], [-2.3538, 0.1318, 7.2821], [-4.4834, 1.1443, 6.4932]],
  "forces_ev_per_a": [[0.737, -0.212, 0.199], [-0.177, 0.378, 0.034], [2.159, -1.231, 1.646], [-2.004, 0.811, -2.489], [-0.694, -0.559, 0.571], [-0.392, 1.273, 0.342], [0.540, 0.053, 0.584], [0.693, -0.608, -1.024], [0.360, -0.182, -0.049], [-1.924, 6.005, -3.278], [1.539, -4.908, 3.680], [-0.585, -1.092, -0.429], [0.593, 0.277, 1.540], [-0.386, -0.217, -0.276], [0.249, 0.105, -0.113], [-0.646, -0.410, 0.655], [0.354, -0.133, -0.393], [-0.310, 0.101, 0.093], [-0.329, 0.179, -0.034], [0.030, -0.146, -0.011], [0.182, 0.061, -0.189], [0.020, -0.050, 0.199], [0.304, -0.430, -0.292], [-0.009, 0.127, -0.221], [0.006, -0.025, 0.247], [-0.217, -0.018, -0.238], [0.199, 0.343, -0.054], [-0.254, -0.123, -0.803], [-0.125, 0.290, 0.291], [0.165, 0.057, -0.044], [0.156, 0.250, -0.351], [-0.172, 0.109, 0.114], [0.036, 0.060, 0.098], [0.001, -0.136, -0.073], [-0.044, 0.022, -0.011], [0.274, -0.129, 0.104], [-0.071, 0.033, -0.270], [-0.069, 0.073, 0.140], [0.095, -0.039, 0.034], [0.028, -0.018, -0.146], [-0.153, 0.081, 0.163], [0.005, 0.010, 0.011], [-0.112, -0.046, 0.094], [-0.016, 0.005, -0.011], [-0.018, 0.022, -0.005], [-0.017, -0.010, -0.035]],
  "mulliken_charge": [-0.87, -0.57, 0.69, -0.51, -0.35, -0.47, -1.31, 0.95, -0.47, 0.51, -0.46, -0.44, 0.54, -1.07, 0.09, -0.23, -1.28, 0.18, 0.22, 0.42, 0.38, 0.32, 0.33, 0.43, 0.41, 0.28, -0.09, 0.05, 0.62, 0.04, 0.49, 0.38, 0.29, 0.43, -0.31, 0.48, -0.69, 0.34, -0.64, -0.34, -0.51, 0.45, 0.10, 0.42, 0.36, 0.41],
  "lumo_ev": 0.24,
  "smiles": "CCC(=O)OCC[C@H]1OC(=O)O[C@H]1[C@H](I)CC.Fc1ccccc1",
  "largest_force_ev_per_a": 7.107,
  "e_homo_ev": -9.13
}

***

{
  "formula": "C17H22FN3OS",
  "method": "ωB97M-V/def2-TZVPD",
  "symbols": ["C", "N", "C", "N", "C", "C", "C", "H", "C", "H", "C", "H", "C", "H", "C", "N", "C", "O", "C", "C", "C", "C", "C", "C", "H", "H", "F", "H", "H", "H", "C", "H", "H", "H", "H", "H", "H", "H", "H", "H", "S", "H", "H", "H", "H"],
  "xyz": [[0.7894, 1.9756, 2.1176], [-0.3339, 1.1562, 1.7301], [-0.8852, 1.2763, 0.4982], [-1.8952, 0.4480, 0.1525], [-2.5069, -0.5570, 0.9986], [-3.9847, -0.1868, 1.1986], [-4.7206, -0.0541, -0.1307], [-4.8271, -1.0337, -0.5998], [-3.9557, 0.8897, -1.0529], [-4.4079, 0.9103, -2.0454], [-2.4832, 0.4833, -1.1722], [-1.9556, 1.2636, -1.7295], [-2.2871, -0.8796, -1.8741], [-3.2519, -1.3001, -2.1564], [-1.5708, -1.8787, -0.9581], [-0.1715, -1.4903, -0.8323], [0.6127, -1.4059, 0.2593], [0.2760, -1.7051, 1.3944], [1.9926, -0.9006, -0.0201], [3.0348, -1.4158, 0.7460], [4.3293, -0.9696, 0.5662], [4.5625, 0.0174, -0.3759], [3.5414, 0.5683, -1.1296], [2.2520, 0.1011, -0.9518], [1.4501, 0.5661, -1.5061], [3.7564, 1.3556, -1.8341], [5.8217, 0.4617, -0.5566], [5.1488, -1.3660, 1.1444], [2.8113, -2.1713, 1.4839], [0.2526, -1.2243, -1.7087], [-2.3166, -1.9565, 0.3730], [-3.2850, -2.4191, 0.1815], [-1.7675, -2.5964, 1.0601], [-1.5927, -2.8736, -1.4295], [-1.7103, -0.7465, -2.7913], [-3.9918, 1.9016, -0.6446], [-5.7266, 0.3323, 0.0424], [-4.4615, -0.9398, 1.8279], [-4.0235, 0.7693, 1.7254], [-2.0316, -0.5457, 1.9799], [-0.3510, 2.4646, -0.5417], [-0.3363, 0.2361, 2.1512], [0.5859, 3.0098, 1.8435], [0.9145, 1.9006, 3.1956], [1.7154, 1.6651, 1.6220]],
  "forces_ev_per_a": [[0.210, 0.249, 0.085], [-0.179, -0.406, 0.033], [-0.199, 0.109, 0.130], [0.149, 0.182, 0.230], [-0.204, -0.214, 0.566], [0.051, -0.091, -0.079], [0.047, 0.199, 0.088], [-0.070, -0.059, -0.024], [0.093, -0.162, 0.030], [-0.007, 0.042, -0.060], [-0.197, 0.319, -0.570], [-0.170, -0.278, 0.182], [0.194, -0.035, 0.198], [-0.018, -0.087, -0.064], [-0.385, -0.333, -0.069], [0.033, -0.026, -0.382], [0.285, 0.042, -0.408], [-0.098, -0.214, 0.391], [0.153, 0.109, 0.096], [-0.144, 0.056, -0.070], [0.120, 0.109, -0.083], [-0.165, -0.002, -0.020], [0.288, -0.026, 0.033], [0.036, -0.208, 0.068], [-0.082, 0.029, -0.012], [0.052, 0.089, -0.057], [-0.108, -0.029, 0.023], [0.098, -0.029, 0.036], [-0.010, -0.048, 0.073], [0.089, -0.033, 0.147], [0.217, -0.073, 0.095], [-0.038, -0.015, -0.091], [-0.149, 0.016, -0.034], [-0.050, 0.189, 0.116], [-0.027, -0.018, -0.077], [0.015, 0.076, -0.037], [-0.035, -0.089, -0.031], [-0.005, -0.017, 0.072], [-0.003, 0.008, 0.074], [-0.046, -0.020, -0.184], [0.311, 0.708, -0.479], [-0.112, 0.064, -0.102], [0.092, -0.088, 0.108], [0.006, -0.044, 0.050], [-0.038, 0.051, 0.006]],
  "mulliken_charge": [-0.93, -0.10, 0.18, 0.24, 0.09, -1.34, -0.56, 0.24, -1.41, 0.40, -0.15, 0.88, -1.54, 0.47, -0.04, -0.11, 0.36, -0.71, 0.57, -0.42, -0.65, 0.41, -0.89, -0.27, 0.35, 0.45, -0.33, 0.44, 0.47, 0.33, -1.46, 0.69, 0.35, 0.40, 0.42, 0.40, 0.47, 0.42, 0.43, 0.57, -0.39, 0.28, 0.42, 0.35, 0.22],
  "lumo_ev": 0.65,
  "smiles": "CNC(=S)N1[C@@H]2CCC[C@H]1C[C@H](NC(=O)c1ccc(F)cc1)C2",
  "largest_force_ev_per_a": 0.910,
  "e_homo_ev": -7.86
}

***

{
  "formula": "C17H22N2O2",
  "method": "ωB97M-V/def2-TZVPD",
  "symbols": ["C", "C", "N", "H", "C", "C", "H", "H", "H", "C", "N", "C", "C", "C", "C", "C", "C", "C", "C", "C", "O", "C", "O", "H", "H", "H", "H", "C", "C", "H", "H", "H", "H", "H", "H", "H", "H", "H", "H", "H", "H", "H", "H"],
  "xyz": [[4.7558, 0.6662, -2.2855], [5.1197, 0.4105, -0.8174], [4.0858, 0.6361, 0.1711], [3.7855, 1.6045, 0.1469], [2.9155, -0.2293, 0.2236], [3.3362, -1.6964, 0.2617], [4.1289, -1.8275, 0.9937], [2.4973, -2.3256, 0.5440], [3.6956, -2.0265, -0.7102], [1.8600, 0.0483, -0.8798], [0.5299, 0.2358, -0.3269], [-0.0386, -0.9986, 0.1690], [-1.4610, -0.8430, 0.6081], [-2.2099, 0.2469, 0.3197], [-3.5615, 0.3235, 0.8192], [-4.4111, 1.4212, 0.6348], [-5.6896, 1.4172, 1.1445], [-6.1601, 0.3166, 1.8539], [-5.3445, -0.7747, 2.0583], [-4.0475, -0.7735, 1.5485], [-3.2908, -1.8693, 1.7894], [-1.9981, -1.9662, 1.3678], [-1.3833, -2.9702, 1.6367], [-5.6800, -1.6386, 2.6093], [-7.1644, 0.3180, 2.2486], [-6.3306, 2.2724, 0.9940], [-4.0546, 2.2828, 0.0929], [-1.6221, 1.3508, -0.5037], [-0.3877, 0.8614, -1.2583], [-0.6990, 0.1652, -2.0586], [0.1089, 1.7139, -1.7277], [-1.3374, 2.1716, 0.1598], [-2.3580, 1.7264, -1.2169], [-0.0017, -1.8040, -0.5921], [0.5399, -1.3481, 1.0275], [1.8702, -0.7573, -1.6355], [2.1224, 0.9823, -1.3828], [2.4352, 0.0205, 1.1788], [5.9453, 1.0762, -0.5445], [5.4781, -0.6141, -0.7078], [4.0145, -0.0461, -2.6378], [4.3616, 1.6733, -2.4131], [5.6452, 0.5675, -2.9034]],
  "forces_ev_per_a": [[0.073, -0.115, 0.321], [0.039, 0.122, -0.181], [-0.021, 0.253, 0.167], [0.059, -0.048, 0.063], [-0.066, -0.131, -0.026], [-0.034, 0.319, 0.092], [0.083, -0.082, 0.070], [-0.083, -0.105, -0.026], [0.045, -0.090, -0.102], [0.064, 0.073, 0.166], [-0.220, 0.125, -0.057], [0.117, -0.208, 0.129], [-0.192, 0.490, -0.169], [0.476, -0.468, 0.089], [-0.334, -0.354, 0.332], [0.098, -0.177, 0.041], [-0.107, 0.111, -0.010], [0.101, 0.007, -0.041], [0.265, -0.153, -0.031], [-0.366, 0.742, -0.218], [-0.091, -0.220, 0.143], [0.355, -0.367, 0.030], [-0.214, 0.358, -0.096], [-0.042, -0.105, 0.065], [-0.085, -0.017, 0.043], [-0.045, 0.074, -0.016], [0.048, 0.083, -0.070], [0.212, -0.100, -0.176], [-0.136, 0.193, 0.061], [0.034, 0.042, -0.010], [-0.015, -0.084, -0.010], [-0.048, 0.071, -0.041], [-0.038, 0.030, 0.034], [0.094, 0.030, 0.060], [-0.019, -0.065, -0.089], [-0.012, 0.035, -0.053], [0.010, -0.096, -0.013], [-0.054, -0.088, -0.151], [0.030, -0.156, -0.046], [0.109, 0.049, 0.016], [-0.111, -0.059, -0.104], [-0.052, 0.091, -0.051], [0.073, -0.008, -0.132]],
  "mulliken_charge": [-0.98, -0.55, -0.43, 0.32, 0.16, -1.66, 0.39, 0.44, 0.36, -0.81, 0.25, -1.18, 0.59, 0.98, 0.48, -0.60, -0.78, -0.51, -0.38, 0.01, -0.45, 0.23, -0.66, 0.46, 0.38, 0.40, 0.36, -0.78, -1.02, 0.32, 0.43, 0.34, 0.48, 0.31, 0.37, 0.35, 0.39, 0.43, 0.38, 0.29, 0.22, 0.25, 0.41],
  "lumo_ev": 0.12,
  "smiles": "CCN[C@H](C)CN1CCc2c(c(=O)oc3ccccc23)C1",
  "largest_force_ev_per_a": 0.855,
  "e_homo_ev": -8.44
}